# C35H40N4O3S2V

A molecular structure, C35H40N4O3S2V (wB97M-V/def2-TZVPD, the OMol25 dataset).

Geometry as XYZ:
```
85
Properties=species:S:1:pos:R:3
V -1.23 -0.60 -0.96
O -0.96 0.42 -2.18
C -0.36 0.65 -3.36
C -0.29 1.91 -3.95
C 0.37 2.05 -5.16
C 0.96 0.95 -5.78
C 0.89 -0.30 -5.19
C 0.24 -0.47 -3.97
C 0.17 -1.75 -3.31
N -0.32 -1.93 -2.12
N -0.17 -3.15 -1.55
C -0.69 -3.16 -0.36
O -1.29 -2.06 0.03
C -0.50 -4.30 0.52
C -0.67 -4.13 1.90
C -0.42 -5.18 2.76
C -0.01 -6.41 2.26
C 0.16 -6.58 0.89
C -0.09 -5.54 0.02
H -0.78 2.74 -3.45
H 0.41 3.02 -5.63
H 1.47 1.08 -6.72
H 1.34 -1.15 -5.68
H 0.60 -2.62 -3.80
H -0.98 -3.16 2.28
H -0.54 -5.05 3.83
H 0.18 -7.23 2.92
H 0.48 -7.54 0.50
H 0.02 -5.67 -1.05
C 5.61 0.71 -0.31
C 5.73 -0.73 -0.82
C 4.68 -1.13 -1.86
C 3.23 -1.03 -1.39
N 2.75 0.36 -1.49
C 1.71 0.89 -0.86
S 0.76 -0.12 0.22
N 1.44 2.18 -1.02
C 0.42 2.95 -0.31
C 0.90 3.46 1.04
C 2.17 4.32 0.96
C 2.04 5.53 0.03
H 6.45 0.93 0.36
H 4.69 0.86 0.26
H 5.65 1.43 -1.13
H 5.67 -1.41 0.03
H 6.71 -0.86 -1.27
H 4.86 -2.17 -2.14
H 4.81 -0.53 -2.77
H 3.15 -1.36 -0.35
H 2.60 -1.67 -2.00
H 3.35 0.98 -2.02
H 2.10 2.74 -1.54
H -0.46 2.32 -0.19
H 0.16 3.79 -0.95
H 1.09 2.61 1.70
H 0.10 4.06 1.48
H 3.02 3.70 0.65
H 2.40 4.68 1.96
H 1.93 5.24 -1.02
H 2.93 6.15 0.10
H 1.18 6.14 0.30
O -3.12 -0.22 -0.37
S -2.58 0.45 0.89
C -3.82 1.63 1.42
C -5.16 1.36 1.23
C -6.08 2.23 1.78
C -5.66 3.34 2.49
C -4.30 3.61 2.66
C -3.36 2.75 2.11
C -2.77 -0.73 2.22
C -1.99 -0.55 3.36
C -2.16 -1.42 4.42
C -3.09 -2.45 4.33
C -3.84 -2.62 3.17
C -3.69 -1.76 2.10
H -5.47 0.49 0.65
H -7.14 2.04 1.64
H -6.39 4.02 2.92
H -3.98 4.48 3.21
H -2.30 2.93 2.22
H -1.26 0.25 3.41
H -1.58 -1.29 5.32
H -3.22 -3.13 5.16
H -4.56 -3.43 3.11
H -4.25 -1.88 1.19
```

Computed properties:
Calculated total energy = -3542.35925 Eh
Net charge = +2
Strongest force on any atom = 4.64 eV Å⁻¹
M = 679.81 Da
Spin multiplicity = 2
Gap between HOMO and LUMO (alpha / beta) = 0.2401 / 0.2502 hartree